Record 1
36
Properties=species:S:1:pos:R:3:nbo_charge:R:1 method="wB97M-V/def2-TZVPD" total_charge=0 total_energy_ev=-67159.1046 spin_multiplicity=1 largest_force_ev_per_a=5.97 smiles="CCCC[C@@H](CC)[C@H]1NC(=O)N(SC(Cl)(Cl)Cl)C1=O" e_above_lowest_kj_mol=0.0
C 0.631 -4.273 -1.270 -0.60
C 1.094 -3.193 -0.205 -0.41
C 0.635 -1.758 -0.412 -0.38
C -0.697 -1.426 0.278 -0.42
C -0.993 0.127 0.164 -0.20
C -2.588 0.292 -0.015 -0.41
C -3.062 -0.358 -1.341 -0.62
C -0.461 0.876 1.398 -0.12
N 0.934 0.697 1.690 -0.64
C 1.637 1.829 1.819 0.77
O 2.675 1.852 2.439 -0.58
N 0.936 2.840 1.202 -0.63
S 1.450 4.454 1.188 0.55
C 2.435 4.544 -0.403 -0.29
Cl 4.111 5.021 0.046 0.04
Cl 1.682 5.924 -1.301 0.02
Cl 2.404 3.071 -1.470 0.04
C -0.344 2.357 1.108 0.68
O -1.218 3.114 0.682 -0.56
H 0.706 -5.249 -0.795 0.21
H -0.482 -4.073 -1.460 0.19
H 1.138 -4.349 -2.194 0.21
H 1.069 -3.598 0.849 0.20
H 2.113 -3.187 -0.438 0.20
H 1.458 -1.144 -0.029 0.18
H 0.431 -1.501 -1.512 0.21
H -0.621 -1.871 1.241 0.21
H -1.445 -2.060 -0.209 0.22
H -0.395 0.615 -0.633 0.21
H -3.131 -0.159 0.811 0.20
H -2.914 1.352 -0.052 0.23
H -3.335 -1.459 -1.170 0.21
H -3.967 0.249 -1.730 0.22
H -2.266 -0.135 -2.047 0.21
H -1.128 0.759 2.201 0.22
H 1.511 -0.183 1.568 0.43

Record 2
41
Properties=species:S:1:pos:R:3:nbo_charge:R:1 method="wB97M-V/def2-TZVPD" total_charge=+1 total_energy_ev=-67370.7371 spin_multiplicity=1 largest_force_ev_per_a=2.13 e_above_lowest_kj_mol=55.6
C -0.660 0.884 0.624 -0.37
C 0.480 0.129 0.514 -0.23
C 1.437 0.167 -0.651 -0.76
P 0.591 0.370 -2.259 0.57
P 2.087 0.741 -3.822 -0.08
P 2.703 -1.144 -4.761 2.13
O 2.962 -0.779 -6.150 -1.04
O 4.012 -1.699 -4.082 -0.95
O 1.559 -2.244 -4.649 -1.01
C -0.535 1.911 -2.280 0.50
O -1.660 1.814 -1.960 -0.38
N 0.093 3.142 -2.701 -0.71
C 1.144 3.533 -1.867 0.95
O 2.287 3.590 -2.176 -0.53
F 0.723 3.841 -0.651 -0.30
P -0.765 -1.375 -2.794 1.30
O -2.002 -1.196 -1.792 -0.95
O 0.087 -2.582 -2.147 -0.99
H -0.620 1.968 0.729 0.22
H -1.661 0.464 0.618 0.23
H 0.764 -0.520 1.341 0.24
H 2.252 0.899 -0.564 0.27
H 1.927 -0.806 -0.699 0.28
H 3.194 1.140 -3.053 0.08
H 3.914 -1.925 -3.146 0.51
H 1.040 -2.188 -5.469 0.54
H 0.465 3.008 -3.640 0.43
H -1.811 -1.652 -0.953 0.51
H 0.067 -3.325 -2.769 0.53
C -1.488 -0.239 3.844 -0.21
C -2.479 0.573 4.378 -0.22
C -2.999 0.295 5.633 -0.19
C -2.523 -0.789 6.357 -0.20
C -1.531 -1.599 5.825 -0.21
C -1.015 -1.327 4.566 -0.22
H -1.085 -0.022 2.863 0.19
H -2.846 1.423 3.816 0.21
H -3.775 0.925 6.048 0.22
H -2.927 -1.002 7.338 0.22
H -1.160 -2.443 6.391 0.22
H -0.243 -1.962 4.150 0.21

Record 3
31
Properties=species:S:1:pos:R:3:nbo_charge:R:1 method="wB97M-V/def2-TZVPD" total_charge=0 total_energy_ev=-29709.7612 spin_multiplicity=1 largest_force_ev_per_a=4.78 smiles=CCCC[Si@](I)(OC)c1ccccc1 e_above_lowest_kj_mol=0.0
C -2.608 -2.956 0.062 -0.59
C -2.070 -2.055 -1.063 -0.39
C -0.946 -1.247 -0.535 -0.41
C -0.659 -0.081 -1.506 -0.93
Si 0.926 0.900 -1.108 1.80
I 0.957 2.752 -2.837 -0.28
O 2.331 0.110 -1.187 -0.93
C 2.615 -0.934 -2.115 -0.23
C 0.802 1.455 0.662 -0.56
C -0.135 2.478 0.941 -0.19
C -0.289 3.044 2.185 -0.22
C 0.685 2.600 3.197 -0.18
C 1.616 1.559 2.888 -0.22
C 1.613 0.964 1.661 -0.17
H -1.709 -3.393 0.745 0.20
H -3.184 -2.160 0.699 0.19
H -3.332 -3.657 -0.177 0.21
H -2.854 -1.405 -1.419 0.20
H -1.711 -2.796 -1.879 0.19
H -1.152 -0.853 0.447 0.21
H -0.073 -1.871 -0.506 0.20
H -1.531 0.684 -1.489 0.25
H -0.487 -0.403 -2.570 0.23
H 1.695 -1.115 -2.691 0.17
H 2.753 -1.836 -1.484 0.18
H 3.457 -0.695 -2.670 0.19
H -0.648 2.864 0.026 0.21
H -0.980 3.859 2.287 0.22
H 0.605 2.863 4.235 0.21
H 2.054 1.160 3.754 0.21
H 2.263 0.166 1.448 0.22